1.
28
Properties=species:S:1:pos:R:3:forces:R:3 method="wB97M-V/def2-TZVPD" e_above_lowest_ev=0.623 orbital_gap_ev=6.617 multiplicity=1 charge=+2 homo_ev=-16.50 total_energy_ev=-30051.5777
C -0.101 1.240 -0.356 1.197 0.351 -1.811
C -0.886 -0.534 0.764 -3.479 1.746 0.126
C 2.247 1.783 0.178 -0.618 -0.872 -0.532
C 2.534 -1.644 -0.684 1.274 1.732 1.279
C 1.288 0.671 -0.416 1.395 -0.711 -2.137
C 0.311 -1.291 0.519 0.386 1.435 -0.824
C 2.172 -3.048 -1.003 4.746 -0.309 3.906
C -1.358 3.138 -1.050 -3.065 2.572 -0.682
C -3.167 -0.473 1.831 0.411 1.395 1.365
N -1.164 0.628 0.134 0.914 -0.705 0.914
N 1.271 -0.782 -0.174 -0.203 -0.609 1.568
N -0.124 2.381 -0.993 -0.773 1.496 0.398
N -1.893 -1.069 1.455 0.150 -0.937 -0.054
O 3.519 -0.968 -0.707 -1.747 -1.999 -0.735
Cl 3.605 1.234 0.825 0.817 0.268 0.955
H 1.709 0.623 -1.517 -0.865 0.922 1.713
H 0.168 -2.271 0.817 0.865 -2.305 0.184
H 2.337 -3.783 -0.085 -0.712 1.709 -1.578
H 3.005 -3.309 -1.620 0.052 -0.665 -1.118
H 1.253 -3.019 -1.376 -3.782 -0.750 -1.918
H -1.727 3.428 -2.143 1.115 -0.962 2.246
H -2.200 2.645 -0.505 0.909 -0.331 -0.945
H -1.416 4.123 -0.462 1.212 -1.164 -0.934
H -4.117 -0.985 1.533 1.245 -0.069 0.633
H -3.142 0.470 1.404 -0.564 1.854 -1.313
H -2.971 -0.144 2.905 -1.141 -1.189 -0.834
H 0.770 2.888 -1.239 -1.259 -1.038 0.423
H -1.921 -1.933 1.964 1.520 -0.865 -0.295

2.
15
Properties=species:S:1:pos:R:3:forces:R:3 method="wB97M-V/def2-TZVPD" e_above_lowest_ev=3.623 orbital_gap_ev=7.680 multiplicity=1 charge=0 homo_ev=-8.11 total_energy_ev=-23625.5220
C -0.498 -0.641 -1.007 0.109 -0.689 -0.888
C -0.993 -1.273 0.120 1.225 0.629 -2.374
C -0.283 0.719 -0.580 -0.940 0.003 1.733
C -1.021 -0.301 1.127 0.628 1.396 -0.054
N 2.438 0.446 -0.952 -0.374 0.323 -0.364
N -0.677 0.944 0.730 -0.246 -0.959 -0.770
N 1.705 -0.158 -0.155 -0.165 2.990 -2.678
O 0.013 1.738 -1.395 -0.652 1.019 0.030
O -1.423 -0.721 2.312 -0.225 0.919 1.856
S 1.606 -1.018 1.107 0.701 -1.063 1.248
H -0.048 -1.050 -1.971 -1.124 0.505 1.489
H -1.040 -2.289 0.356 -0.380 -1.375 -0.070
H 1.900 1.118 -1.680 0.680 -1.965 2.121
H -0.412 2.586 -1.076 0.860 -1.401 -0.086
H -1.267 -0.099 3.065 -0.097 -0.333 -1.193

3.
10
Properties=species:S:1:pos:R:3:forces:R:3 method="wB97M-V/def2-TZVPD" e_above_lowest_ev=0.910 orbital_gap_ev=9.014 multiplicity=1 charge=0 smiles="O=c1cnc1=O.SCl" homo_ev=-10.01 total_energy_ev=-32083.2779
O 0.733 -1.936 -1.334 -1.174 1.257 2.291
C 0.161 -1.338 -0.428 2.984 -2.470 -4.337
C -0.999 -0.457 -0.383 0.284 -0.868 2.696
N -1.156 -0.608 0.914 -1.056 0.899 -0.119
C 0.155 -1.296 1.092 -0.942 1.036 -1.776
O 0.914 -1.384 1.969 0.381 -0.372 1.349
H -1.547 0.073 -1.126 -0.548 0.313 -0.113
S -0.068 2.556 0.057 0.404 0.104 0.108
Cl 0.946 2.302 -1.712 -0.097 -0.056 0.575
H 0.860 2.089 0.951 -0.236 0.157 -0.672

4.
18
Properties=species:S:1:pos:R:3:forces:R:3 method="wB97M-V/def2-TZVPD" e_above_lowest_ev=3.381 orbital_gap_ev=8.142 multiplicity=1 charge=+1 smiles=Cc1nn([NH3+])c(C)c1I homo_ev=-12.47 total_energy_ev=-17891.8736
C -1.521 2.784 0.189 -2.997 -2.942 4.655
C -0.947 1.405 0.196 2.069 0.139 -0.740
N 0.428 1.232 0.185 -1.910 2.563 -0.066
N 0.635 -0.042 0.155 -0.131 -1.933 -0.317
N 2.109 -0.435 -0.100 -1.978 -0.231 -0.729
C -0.556 -0.781 0.089 0.147 0.037 -0.495
C -0.491 -2.264 -0.083 -0.700 2.308 0.730
C -1.618 0.167 0.141 2.112 -1.306 -0.227
I -3.681 -0.193 -0.080 1.024 0.076 0.211
H -2.611 2.785 -0.066 1.026 -0.135 0.050
H -1.007 3.402 -0.385 2.327 2.868 -2.451
H -1.469 3.071 1.298 -0.111 0.235 -1.580
H 2.421 -1.090 0.730 -0.152 2.146 -1.809
H 2.535 0.566 -0.316 -0.565 -2.220 1.319
H 2.212 -0.996 -1.031 -0.467 1.012 1.875
H -1.493 -2.578 0.004 -1.071 -0.958 0.651
H 0.173 -2.623 0.657 0.444 -1.109 0.684
H -0.237 -2.514 -1.061 0.931 -0.550 -1.760

5.
73
Properties=species:S:1:pos:R:3:forces:R:3 method="wB97M-V/def2-TZVPD" e_above_lowest_ev=0.723 orbital_gap_ev=8.573 multiplicity=1 charge=0 homo_ev=-8.34 total_energy_ev=-67312.2346
Ba 0.025 -2.274 -0.489 -1.396 0.615 0.112
O 3.665 -2.424 -0.106 -0.152 -0.059 0.081
C 2.757 -3.161 -0.557 0.741 -0.005 0.284
N 1.906 -3.933 0.085 0.104 -0.228 0.086
C 2.098 -3.970 1.516 0.174 -0.160 0.071
C 0.834 -4.054 2.338 -0.046 -0.110 0.125
C 0.970 -4.329 3.701 -0.049 -0.014 0.025
C -0.150 -4.396 4.498 0.002 -0.006 0.016
C -1.397 -4.186 3.922 0.019 -0.006 0.010
C -1.443 -3.913 2.573 -0.112 0.045 -0.108
N -0.363 -3.851 1.784 0.245 -0.044 0.179
C 2.596 -3.128 -2.059 0.341 -0.037 -0.452
C 3.750 -2.918 -2.812 -0.042 0.025 -0.081
C 3.658 -2.879 -4.189 0.000 -0.003 0.002
C 2.411 -3.031 -4.781 0.064 -0.003 0.046
C 1.321 -3.210 -3.955 -0.290 0.020 -0.013
N 1.394 -3.262 -2.622 0.339 -0.230 -0.306
H 2.682 -3.113 1.877 -0.007 0.010 -0.025
H 2.686 -4.858 1.782 0.073 0.057 0.003
H 1.958 -4.483 4.115 0.004 -0.003 -0.016
H -0.060 -4.606 5.556 0.000 0.003 -0.002
H -2.305 -4.221 4.506 -0.011 0.003 -0.014
H -2.393 -3.721 2.087 -0.001 -0.004 0.007
H 4.687 -2.783 -2.294 0.000 -0.006 0.034
H 4.543 -2.729 -4.795 -0.006 0.000 -0.006
H 2.286 -3.007 -5.855 -0.014 -0.001 -0.002
H 0.325 -3.317 -4.374 0.019 -0.002 -0.021
C -5.091 0.673 -1.000 -0.025 0.051 0.026
N -4.003 -0.173 -1.460 -0.005 -0.048 0.031
C -3.420 -1.201 -0.841 0.037 0.114 0.030
N -2.543 -1.777 -1.644 -0.059 0.067 -0.117
C -2.635 -1.022 -2.775 0.005 -0.068 0.017
N -3.508 -0.047 -2.710 0.005 0.024 0.013
C -4.776 1.571 0.175 -0.013 -0.046 0.006
C -5.842 1.925 0.994 0.008 -0.016 0.017
C -5.658 2.796 2.056 -0.003 0.007 0.012
C -4.404 3.320 2.305 0.012 0.006 -0.007
C -3.330 2.966 1.490 -0.005 -0.028 -0.046
C -3.510 2.085 0.427 0.044 0.020 -0.008
C -2.037 3.577 1.802 0.053 0.149 0.094
N -1.805 4.397 2.773 -0.222 -0.120 -0.021
N -0.483 4.754 2.682 0.260 0.022 -0.035
C -0.001 4.131 1.660 -0.149 0.081 0.088
O -0.937 3.371 1.042 0.027 -0.093 -0.072
C 1.377 4.183 1.178 0.047 -0.064 -0.084
C 2.253 5.086 1.768 -0.038 0.013 0.017
C 3.574 5.125 1.354 0.033 0.018 0.005
C 4.023 4.257 0.372 -0.005 -0.019 -0.006
C 3.153 3.347 -0.219 -0.033 -0.019 -0.011
C 3.726 2.390 -1.248 -0.005 0.041 0.040
N 2.761 1.441 -1.758 -0.070 0.086 0.086
C 2.112 0.492 -1.083 0.100 -0.075 -0.030
N 1.203 -0.068 -1.857 0.019 -0.096 -0.104
C 1.345 0.604 -3.031 0.030 0.033 0.045
N 2.269 1.535 -3.012 -0.035 0.003 -0.013
C 1.823 3.322 0.176 -0.022 0.008 0.026
H -5.933 0.031 -0.740 -0.025 0.007 -0.038
H -5.383 1.264 -1.867 0.034 -0.009 -0.024
H -3.626 -1.466 0.184 -0.001 0.009 0.000
H -2.049 -1.203 -3.662 -0.002 -0.005 -0.001
H -6.825 1.512 0.799 0.002 0.001 0.006
H -6.492 3.062 2.691 0.002 0.002 -0.001
H -4.232 4.001 3.126 -0.017 -0.002 0.001
H -2.658 1.790 -0.172 -0.011 -0.006 -0.007
H 1.887 5.741 2.547 0.018 0.005 -0.002
H 4.261 5.826 1.807 -0.005 0.001 0.001
H 5.063 4.278 0.066 0.001 0.006 0.009
H 4.556 1.836 -0.805 0.007 -0.012 -0.013
H 4.106 2.932 -2.112 -0.006 -0.005 -0.013
H 2.328 0.241 -0.055 0.007 -0.007 0.001
H 0.752 0.404 -3.908 0.008 -0.003 -0.007
H 1.116 2.629 -0.259 0.008 -0.009 -0.004
Cl -0.947 -0.183 1.291 -0.013 0.120 0.055

6.
37
Properties=species:S:1:pos:R:3:forces:R:3 method="wB97M-V/def2-TZVPD" orbital_gap_ev=7.199 multiplicity=1 charge=0 homo_ev=-8.07 total_energy_ev=-95126.8546
Ni -1.362 0.840 -1.454 -0.005 0.011 -0.044
N -0.080 2.138 -2.036 -0.030 0.073 0.038
C 1.256 1.525 -1.925 0.012 -0.019 -0.004
C 1.216 0.032 -2.302 -0.017 0.030 0.003
N -0.168 -0.506 -2.184 0.005 -0.035 0.049
C -0.349 -1.701 -1.328 0.064 0.033 0.027
C -1.841 -1.889 -1.121 -0.063 0.004 0.006
N -2.393 -0.596 -0.669 -0.081 0.041 -0.075
H -0.279 2.513 -2.957 0.020 -0.004 -0.001
H -0.188 2.896 -1.337 0.009 -0.041 -0.042
H 1.551 1.627 -0.883 -0.015 0.000 0.002
H 1.995 2.049 -2.534 0.014 0.003 0.012
H 1.869 -0.532 -1.636 0.016 -0.011 -0.009
H 1.572 -0.130 -3.319 -0.018 0.013 -0.014
H -0.514 -0.723 -3.114 0.007 -0.036 0.000
H 0.135 -1.490 -0.372 -0.065 0.006 -0.096
H 0.115 -2.592 -1.759 0.011 0.001 -0.004
H -2.030 -2.690 -0.405 -0.003 -0.004 0.001
H -2.322 -2.159 -2.064 0.004 -0.005 -0.005
H -2.281 -0.499 0.342 0.009 -0.001 -0.062
H -3.380 -0.472 -0.872 0.006 -0.021 -0.027
F -1.121 -0.616 1.789 -0.070 -0.106 0.159
Te -2.148 2.642 0.955 -0.102 0.058 0.066
F -1.990 3.646 2.645 0.035 -0.005 0.005
F -3.932 2.082 1.445 0.021 0.030 0.008
F -0.384 3.513 0.273 -0.035 -0.045 -0.011
F -2.913 4.261 0.431 0.016 -0.039 -0.076
O -2.503 2.094 -0.871 0.016 0.009 0.050
Te 0.374 0.624 1.966 0.215 0.035 0.037
C 1.611 -0.964 2.528 -0.103 0.166 -0.084
C 2.458 -0.962 3.600 -0.001 -0.093 0.072
C 3.272 -2.126 3.664 -0.018 -0.007 0.002
C 3.019 -2.994 2.647 -0.015 -0.027 -0.016
S 1.813 -2.390 1.592 0.145 -0.037 0.053
H 2.483 -0.169 4.334 -0.012 0.020 -0.021
H 3.990 -2.318 4.447 0.008 -0.006 -0.005
H 3.450 -3.968 2.482 0.020 0.009 0.004